(1)
The following is a quantum chemistry calculation of a molecular structure, C33H53MnN3O11PSSe, from the Open Molecules 2025 dataset.

Each line ends with the Löwdin charge.
Positions of all 104 atoms, in Å:
Mn -0.11166 1.04826 -1.38113  1.01
C -0.00851 2.76871 -5.51326  0.02
N -0.46269 1.37964 -5.34019  -0.08
C -0.37040 0.47230 -6.49107  0.01
C -0.63415 0.89675 -4.14135  -0.38
O -0.56063 1.65375 -3.12619  -0.04
C -0.95539 -0.56595 -3.94939  -0.07
O -1.15549 -0.81515 -2.56457  -0.15
C -2.48146 -1.04311 -2.13824  -0.07
C -2.95882 0.14183 -1.31976  -0.36
O -2.15351 1.03848 -1.02864  -0.01
N -4.22179 0.19038 -0.91645  -0.11
C -5.19215 -0.87774 -1.14388  -0.01
C -4.68469 1.32485 -0.11890  0.00
H -0.40599 3.14141 -6.45300  0.10
H 1.08031 2.79734 -5.51816  0.10
H -0.36428 3.37561 -4.68943  0.10
H -0.18831 1.07135 -7.37706  0.10
H -1.29877 -0.07816 -6.63702  0.10
H 0.46168 -0.21877 -6.35739  0.09
H -0.09878 -1.15037 -4.28214  0.13
H -1.83046 -0.84446 -4.53646  0.14
H -2.49160 -1.93668 -1.51003  0.14
H -3.14365 -1.21495 -2.98606  0.14
H -4.75649 -1.70904 -1.68489  0.08
H -6.03900 -0.49482 -1.71177  0.10
H -5.55591 -1.24857 -0.18594  0.10
H -4.05797 2.18995 -0.30882  0.09
H -4.65010 1.08202 0.94459  0.10
H -5.71227 1.54653 -0.40102  0.10
O -0.19414 -0.17448 0.06188  -0.35
P 0.86112 -0.98878 0.87889  0.94
C -0.09812 -2.09922 1.92730  -0.32
C -0.91278 -3.07100 1.02293  -0.17
C -2.16758 -3.61165 1.72677  -0.19
C -1.91193 -3.77748 3.21775  -0.19
C -1.69163 -2.40250 3.86298  -0.17
C -1.06763 -1.38869 2.88895  -0.19
C 1.91095 0.16929 1.78903  -0.30
C 2.88293 -0.45408 2.82848  -0.15
C 2.32454 -0.33622 4.24547  -0.18
C 2.22638 1.14111 4.66148  -0.17
C 1.91547 2.05673 3.46303  -0.17
C 1.08612 1.32055 2.41794  -0.18
C 1.96198 -1.95664 -0.19029  -0.31
C 1.31947 -2.54521 -1.46689  -0.19
C 2.41199 -3.26196 -2.25842  -0.17
C 2.91413 -4.51202 -1.51141  -0.18
C 2.60509 -4.44572 -0.01296  -0.19
C 2.80392 -3.04406 0.56058  -0.16
H 0.63292 -2.66001 2.52013  0.13
H -0.27895 -3.90664 0.73215  0.10
H -1.20587 -2.55191 0.10813  0.08
H -2.44950 -4.56193 1.27185  0.11
H -3.01035 -2.92728 1.58098  0.11
H -1.02930 -4.40995 3.35613  0.12
H -2.74129 -4.29153 3.70234  0.11
H -1.04595 -2.50487 4.73786  0.11
H -2.64253 -2.00342 4.22139  0.11
H -0.57162 -0.62121 3.46844  0.08
H -1.83753 -0.88843 2.29383  0.12
H 2.50405 0.60040 0.97293  0.13
H 3.82638 0.09282 2.77632  0.13
H 3.12342 -1.48403 2.59623  0.08
H 2.96293 -0.88082 4.94162  0.12
H 1.34232 -0.81596 4.29177  0.09
H 3.17154 1.44944 5.11121  0.11
H 1.46126 1.25545 5.43236  0.11
H 2.83616 2.41830 3.00193  0.11
H 1.37596 2.94545 3.79348  0.11
H 0.76934 1.99586 1.63214  0.07
H 0.17484 0.95566 2.88467  0.10
H 2.64430 -1.17732 -0.54089  0.10
H 0.89115 -1.74903 -2.06210  0.07
H 0.51181 -3.24014 -1.23396  0.11
H 3.22902 -2.55382 -2.42525  0.11
H 2.03853 -3.53956 -3.24493  0.11
H 3.98912 -4.62722 -1.66211  0.11
H 2.44626 -5.40674 -1.92598  0.11
H 3.24493 -5.14119 0.53145  0.12
H 1.57831 -4.77478 0.16800  0.09
H 3.85993 -2.77825 0.48147  0.13
H 2.57694 -3.07587 1.62273  0.08
O 3.87582 0.12434 -2.54812  -0.40
Se 2.54676 0.70305 -3.25019  0.98
O 1.87183 -0.19893 -4.41947  -0.42
O 1.30028 0.29544 -1.83436  -0.46
O 2.31951 2.29803 -3.35429  -0.41
O 3.32985 4.56516 1.15541  -0.41
S 2.63403 5.12731 0.01107  0.97
O 1.44480 6.14102 0.62086  -0.23
N 1.71190 3.90268 -0.60329  -0.04
C 0.56336 3.65082 -0.13667  -0.41
O -0.15715 2.62599 -0.65464  -0.13
C -0.12788 4.36520 0.91921  -0.10
C -1.24119 3.84509 1.58702  -0.01
C -1.81423 4.55026 2.62311  -0.07
C -1.27498 5.78655 2.99542  -0.05
C -0.17488 6.30778 2.34347  0.02
C 0.39680 5.59189 1.30050  -0.26
H -1.62511 2.87977 1.28360  0.11
H -2.67090 4.15189 3.14966  0.10
H -1.72130 6.34568 3.80835  0.11
H 0.25678 7.26018 2.62121  0.13

Properties
Total energy, Ha: -6572.90023
LUMO level (spin up / spin down), Eh: -0.174 / -0.135
Charge: +1
HOMO-LUMO gap (spin up / spin down), eV: 6.59 / 7.66
Expectation value of S²: 3.816
Multiplicity: 4


(2)
The following is a quantum chemistry calculation of 4 unconnected molecules or ions with the total composition C33H54BrN3O16P, from the Open Molecules 2025 dataset.

Each line ends with the Löwdin charge.
Positions of all 108 atoms, in Å:
C 2.34777 4.60445 3.98801  0.02
C 2.12341 3.61064 2.90133  -0.13
C 0.63715 3.15097 2.33234  0.03
C -0.31694 2.18942 3.25547  0.11
C 0.17580 1.64985 4.74705  -0.20
O 0.27915 2.57465 5.72753  0.04
O 0.48657 0.21244 4.93298  -0.05
C 1.84188 -0.09935 4.41440  -0.16
O 1.85349 -0.63166 3.04290  -0.21
C 2.67542 -1.85137 2.98508  -0.17
C 2.96551 -2.41523 1.47179  -0.18
O 3.53260 -1.41684 0.54729  -0.22
C 3.21362 -1.89829 -0.83264  -0.24
C 3.95461 -1.03241 -2.01277  -0.09
C -1.79780 1.78457 2.59168  0.01
C -2.75023 0.81923 3.51175  -0.12
C -2.29568 -0.75923 3.55380  -0.61
O -2.69638 -1.48841 4.63135  -0.09
Br -1.21477 -1.72297 2.17401  0.72
C -2.19462 2.33261 1.06151  0.00
C -3.68175 1.87019 0.52587  -0.16
C -3.74977 0.24581 0.13408  -0.17
C -5.25175 -0.12970 -0.49580  -0.37
C -5.38850 -1.78175 -0.50403  -0.10
C -6.49436 0.42899 0.42598  -0.12
N -1.21163 3.20196 0.24801  -0.12
P -1.73621 3.68048 -1.41648  0.80
N -2.14977 2.34753 -2.29888  -0.28
C 0.15466 3.64967 0.80950  -0.08
N 1.13961 4.53230 0.08578  0.02
C 0.63958 5.92294 -0.17953  -0.28
C 0.19515 6.81863 1.16118  -0.01
O 0.46265 6.52369 -1.35648  -0.01
C 1.80549 3.87233 -1.08902  -0.28
C 1.63012 2.21440 -1.22329  -0.02
O 2.56998 4.44398 -2.02193  0.02
H 1.48311 4.86319 4.73870  0.08
H 3.37488 5.18430 4.08908  0.10
H 3.08776 3.10683 2.41276  0.13
H 2.27164 -0.94221 5.13859  0.17
H 2.55286 0.83265 4.49523  0.16
H 3.72248 -1.71999 3.52427  0.15
H 2.10614 -2.71942 3.56340  0.15
H 2.01365 -2.92701 0.96573  0.13
H 3.76491 -3.27640 1.57721  0.15
H 3.49816 -3.04322 -0.98255  0.13
H 2.03642 -1.75387 -0.94502  0.13
H 4.82177 -0.36051 -1.60465  0.09
H 4.41663 -1.73135 -2.84788  0.09
H 3.16885 -0.31920 -2.53919  0.06
H -3.89243 0.85693 3.26474  0.13
H -2.64690 1.21947 4.63169  0.16
H -4.40849 1.97349 1.46757  0.12
H -4.14277 2.55500 -0.30246  0.10
H -2.88056 -0.07845 -0.58036  0.12
H -3.69204 -0.37814 1.14972  0.08
H -5.26928 0.35322 -1.56436  0.14
H -6.24609 -2.04002 -1.26527  0.09
H -4.34727 -2.25080 -0.77723  0.09
H -5.76886 -2.11238 0.57672  0.10
H -6.47424 1.61598 0.52109  0.08
H -7.55974 0.14464 0.01957  0.09
H -6.36013 0.02960 1.53322  0.09
H -2.86237 4.57325 -1.25536  0.03
H -0.71458 4.34720 -2.17920  0.05
H -3.16315 2.43532 -2.55693  -0.02
H 0.60981 6.35726 2.16660  0.08
H -0.99600 6.75257 1.20240  0.10
H 0.44984 7.96069 1.04670  0.11
H 0.52672 1.88568 -1.43021  0.06
H 2.26048 1.85860 -2.17252  0.11
H 2.10241 1.66169 -0.29952  0.10
C -8.51263 3.02708 -5.46812  -0.05
O -8.41074 2.55669 -4.12551  -0.02
C -9.56711 2.05886 -3.61913  -0.56
O -10.63582 1.98957 -4.20572  0.12
O -9.32831 1.65138 -2.34700  -0.03
C -10.46481 1.10076 -1.68410  -0.05
H -7.53099 3.40235 -5.77013  0.09
H -8.79180 2.21132 -6.14281  0.10
H -9.23146 3.85010 -5.53531  0.10
H -10.82210 0.20803 -2.20754  0.10
H -11.26170 1.84673 -1.60013  0.10
H -10.15937 0.80886 -0.67563  0.08
C 9.31661 -3.04796 -4.66642  -0.05
O 9.84848 -2.76512 -3.37360  -0.01
C 8.93009 -2.32725 -2.47569  -0.56
O 7.73846 -2.16699 -2.68870  0.09
O 9.56729 -2.09864 -1.29963  -0.01
C 8.71836 -1.63007 -0.25369  -0.05
H 10.13781 -3.39001 -5.30224  0.10
H 8.56931 -3.84608 -4.61023  0.10
H 8.88804 -2.14516 -5.11349  0.10
H 7.94707 -2.37144 -0.02112  0.10
H 8.26579 -0.67066 -0.52440  0.10
H 9.33225 -1.48106 0.63875  0.09
C 4.40596 -6.97579 -1.93615  -0.05
O 3.69801 -7.91946 -1.13456  0.00
C 3.23932 -7.42049 0.04105  -0.56
O 3.38419 -6.27535 0.43943  0.09
O 2.59141 -8.41642 0.69659  0.00
C 2.05139 -8.03315 1.95981  -0.05
H 4.72642 -7.48230 -2.85070  0.10
H 3.75497 -6.14091 -2.21508  0.09
H 5.29694 -6.61543 -1.41188  0.10
H 1.30633 -7.24047 1.83669  0.10
H 2.84823 -7.71494 2.63978  0.10
H 1.55638 -8.90575 2.39459  0.10

Properties
Total energy, Ha: -5572.27582
LUMO level, Eh: -0.201
Charge: +1
HOMO-LUMO gap, eV: 6.37


- What is the formula in the first record?
  C33H53MnN3O11PSSe


- Among the records above, which one has the lowest total energy?
  C33H53MnN3O11PSSe